Here is C13H26NO2P in the gas phase from the OMol25 dataset. Energies are from ωB97M-V/def2-TZVPD.

Positions of all 43 atoms, in Å:
C  1.8724  -2.0926  1.3235
C  2.8035  -1.5126  0.2529
O  2.3273  -0.2510  -0.1471
C  3.3051  0.6909  -0.5889
C  3.1465  2.0068  0.1639
O  2.6187  3.0489  -0.6273
C  1.3079  2.7667  -1.0927
P  -0.0757  2.7412  0.2105
C  -1.5519  2.6339  1.3986
C  -2.5647  1.4945  1.0567
C  -1.9606  0.2867  0.3497
C  -2.9329  -0.8800  0.2717
N  -2.3885  -1.9640  -0.5364
C  -3.1301  -2.8984  -1.2162
C  -2.2825  -3.7768  -1.8491
C  -0.9559  -3.3748  -1.5330
C  -1.0699  -2.2618  -0.7285
H  1.2308  -1.2933  1.6776
H  1.2765  -2.9168  0.9522
H  2.4329  -2.4451  2.1834
H  2.8375  -2.2112  -0.5854
H  3.8123  -1.4506  0.6590
H  3.1649  0.8461  -1.6565
H  4.3108  0.2987  -0.4700
H  4.1205  2.3444  0.5061
H  2.5588  1.8185  1.0574
H  1.2818  1.8183  -1.6423
H  1.0533  3.5403  -1.8162
H  0.3641  3.9758  0.7550
H  0.4540  1.5484  0.7785
H  -0.9954  2.8192  -0.8932
H  -1.1888  2.4297  2.4061
H  -2.0849  3.5822  1.4231
H  -3.0099  1.1593  1.9872
H  -3.3486  1.9273  0.4377
H  -1.6512  0.5071  -0.6636
H  -1.1080  -0.0507  0.9293
H  -3.0748  -1.2697  1.2788
H  -3.8859  -0.5740  -0.1430
H  -4.2031  -2.8960  -1.2432
H  -2.5529  -4.6155  -2.4618
H  -0.0332  -3.8219  -1.8400
H  -0.2301  -1.7283  -0.3245

The value obtained for the HOMO energy is -7.85 eV. Its energy above the lowest of the compared OMol25 structures with the same formula, charge and spin is 0.0 kJ/mol. For the largest force on an atom, the calculation gives 0.98 eV/Å. Its SMILES is CCOCCOC[PH3]CCCCn1cccc1. Its charge is 0.